(w)
The following is a DFT calculation (ωB97M-V/def2-TZVPD) of a 5-piece molecular cluster, CH14N2O4 overall.

XYZ file:
```
21
CH14N2O4 | OMol25 | ωB97M-V/def2-TZVPD
N -2.7564 -0.4305 0.1028
C -1.6553 -0.5486 -0.8881
N -0.3466 0.0206 -0.4332
H -2.8682 0.5722 0.5008
H -2.4182 -0.9261 0.8833
H -2.0363 -0.1340 -1.7486
H -1.4727 -1.5419 -1.1529
H -0.4241 0.2835 0.6313
H 0.0306 0.8755 -0.9503
H 1.7894 -2.1358 -0.3162
H 0.5697 -1.2183 0.0263
O 1.1892 -1.8282 0.4955
H -3.4960 -1.8276 2.7708
H -4.0286 -2.8925 3.6070
O -3.2122 -2.7031 3.0392
H 3.8205 0.4836 -1.8264
H 3.0951 1.7215 -1.3856
O 2.9445 0.8085 -1.7809
H 3.8277 3.8974 0.2882
H 3.9119 4.0378 -1.2484
O 3.5363 3.4862 -0.6147
```

Results
Multiplicity: 1
Frontier orbital gap (eV): 9.525

=====

(x)
The following is a DFT calculation (ωB97M-V/def2-TZVPD) of a 5-piece molecular cluster, CH14N2O4 overall.

XYZ file:
```
21
CH14N2O4 | OMol25 | ωB97M-V/def2-TZVPD
N -2.0303 2.0153 2.4000
C -1.8975 1.0370 1.2764
N -0.8427 1.3646 0.3453
H -1.2705 1.7936 3.0507
H -1.6649 2.9071 2.0590
H -1.6073 0.1198 1.7853
H -2.8943 0.9118 0.8453
H -1.1389 1.8401 -0.4921
H -0.2639 0.5673 0.1547
H 3.8045 -2.8852 -1.5794
H 4.3039 -2.8120 -0.1262
O 3.5086 -2.8889 -0.6625
H 2.6498 -1.0603 1.5489
H 2.4947 0.0049 2.6674
O 3.1476 -0.4873 2.1553
H -0.0386 2.7384 -3.5684
H -0.1234 3.6934 -2.3428
O 0.4036 2.9925 -2.7490
H -1.4477 -3.9659 -1.9642
H -2.6874 -4.0730 -2.8430
O -2.4054 -3.8131 -1.9606
```

Results
Multiplicity: 1
Frontier orbital gap (eV): 9.617

=====

(y)
The following is a DFT calculation (ωB97M-V/def2-TZVPD) of a 5-piece molecular cluster, CH14N2O4 overall.

XYZ file:
```
21
CH14N2O4 | OMol25 | ωB97M-V/def2-TZVPD
N 0.8283 -1.1447 0.3608
C 0.1631 0.2700 0.5486
N -0.6483 1.0167 -0.5249
H 0.1574 -1.9366 0.4214
H 1.7663 -1.4289 0.1417
H -0.5761 -0.0036 1.2727
H 0.8356 1.0690 0.9851
H 0.0141 1.3977 -1.1237
H -1.4579 0.6022 -1.0055
H 3.7734 -0.0667 -3.2862
H 3.0542 0.3130 -2.0684
O 2.8617 -0.1260 -2.9326
H 1.5097 2.6645 -2.6131
H 1.4554 4.3293 -2.4340
O 0.9293 3.4599 -2.5996
H -1.5286 -1.4913 4.6063
H -0.9492 -2.8894 3.9333
O -1.6190 -2.2004 3.9357
H -3.4063 -1.4085 1.6456
H -3.9399 -1.3409 0.0650
O -3.2231 -1.0851 0.6718
```

Results
Multiplicity: 1
Frontier orbital gap (eV): 8.824

=====

Result of the stability comparison: (x) is the most stable of them.

=====

(w)
The following is a DFT calculation (ωB97M-V/def2-TZVPD) of one molecule with the formula C3H6OS3.

XYZ file:
```
13
C3H6OS3 | OMol25 | ωB97M-V/def2-TZVPD
C 0.9721 0.5103 0.1768
C -0.1683 1.3798 -0.1200
C 0.8919 -0.8428 -0.3371
O -2.9799 -1.7832 0.3847
S -1.5311 0.8919 0.9178
S -0.0904 -1.9770 0.6116
S -1.8139 -1.0934 -0.1593
H 1.8443 1.0438 -0.0353
H 0.8558 0.3032 1.2414
H 0.1066 2.3807 0.1453
H -0.5601 1.4206 -1.1633
H 0.6065 -0.9805 -1.3935
H 1.8664 -1.2533 -0.2692
```

Results
Multiplicity: 1
Frontier orbital gap (eV): 8.849

=====

(x)
The following is a DFT calculation (ωB97M-V/def2-TZVPD) of one molecule with the formula C3H6OS3.

XYZ file:
```
13
C3H6OS3 | OMol25 | ωB97M-V/def2-TZVPD
C 0.1172 -0.8397 -1.3901
C -0.6622 1.3135 1.0766
C 0.1355 0.1107 1.1160
O -0.3600 -2.5357 0.5889
S 1.8347 -1.9071 -1.5975
S -0.0854 0.3959 -2.5262
S -0.7842 -1.2015 0.0944
H -0.7860 1.3820 -0.0726
H -1.6223 1.3629 1.4943
H -0.0318 2.0435 1.6212
H 0.2931 -0.2527 2.1654
H 1.1655 0.1777 0.7156
H 0.7858 -0.0493 -3.2861
```

Results
Multiplicity: 1
Frontier orbital gap (alpha / beta) (eV): 6.852 / 6.881

=====

Result of the stability comparison: (w) is the most stable of them.

=====

(w)
The following is a DFT calculation (ωB97M-V/def2-TZVPD) of CH3Br3Si as an isolated structure.

XYZ file:
```
8
CH3Br3Si | OMol25 | ωB97M-V/def2-TZVPD
C 0.2200 -0.9699 0.2145
Si -1.2968 0.1572 0.1523
Br 0.3195 -2.6334 -0.7202
Br 3.8303 1.9140 -0.6300
Br 1.7534 -0.1165 0.6472
H -2.4068 -0.5610 -0.3206
H -1.2973 1.0220 1.3870
H -1.1223 1.1876 -0.7303
```

Results
Multiplicity: 1
Frontier orbital gap (alpha / beta) (eV): 9.246 / 5.366

=====

(x)
The following is a DFT calculation (ωB97M-V/def2-TZVPD) of a 2-piece molecular cluster, CH3Br3Si overall.

XYZ file:
```
8
CH3Br3Si | OMol25 | ωB97M-V/def2-TZVPD
C 0.0569 0.4988 1.1025
Si -0.5331 -0.1169 -0.5646
Br 3.2057 -0.8774 -0.7486
Br -2.4077 1.0802 -0.7050
Br -1.1363 -2.2072 -0.2480
H -0.1085 0.3555 2.1606
H 0.5521 1.3546 0.8600
H 0.3708 -0.0875 -1.8569
```

Results
Multiplicity: 1
Frontier orbital gap (alpha / beta) (eV): 9.344 / 5.588

=====

Result of the stability comparison: (x) is the most stable of them.

=====

(w)
The following is a DFT calculation (ωB97M-V/def2-TZVPD) of one molecule with the formula C4H9F.

XYZ file:
```
14
C4H9F | OMol25 | ωB97M-V/def2-TZVPD
C 0.4558 -1.5429 0.6147
C -0.4216 -0.3167 0.4223
C 0.2974 0.7649 -0.4746
C -0.8700 1.6569 -0.9743
F -1.5419 1.0623 -2.0908
H 1.3438 -1.3108 1.0680
H -0.1328 -2.2926 1.1403
H 0.5206 -2.0179 -0.3928
H -1.2982 -0.6260 -0.1889
H -0.8125 0.2546 1.2524
H 1.0003 1.3580 0.0636
H 0.5799 0.3544 -1.4900
H -0.4700 2.5148 -1.4869
H -1.5666 1.9452 -0.2098
```

Results
Multiplicity: 1
Frontier orbital gap (eV): 12.117

=====

(x)
The following is a DFT calculation (ωB97M-V/def2-TZVPD) of one molecule with the formula C4H9F.

XYZ file:
```
14
C4H9F | OMol25 | ωB97M-V/def2-TZVPD
C -1.5133 -0.1211 -0.1158
C -0.0790 -0.0177 0.2862
C 0.8966 -1.0978 -0.1564
C 0.6314 1.3235 -0.1442
H -1.6929 -0.2318 -1.1863
H -1.8328 -1.0017 0.3576
H -2.1455 0.6626 0.2811
H 0.6246 -1.9979 0.3807
H 0.8260 -1.4320 -1.2166
H 1.9095 -1.0122 0.1922
H 0.9457 1.2997 -1.1654
H 0.0084 2.1541 0.2609
H 1.3903 1.5132 0.5187
F 0.0311 -0.0409 1.7074
```

Results
Multiplicity: 1
Frontier orbital gap (eV): 11.879

=====

Result of the stability comparison: (x) is the most stable of them.

=====

(w)
The following is a DFT calculation (ωB97M-V/def2-TZVPD) of one molecule with the formula C9H9N3O.

XYZ file:
```
22
C9H9N3O | OMol25 | ωB97M-V/def2-TZVPD
C 2.3349 -1.0771 -1.9379
C 2.0982 0.1604 -2.5885
C 1.6449 -1.3222 -0.7806
C 1.1584 1.0489 -2.0898
C 0.6866 -0.3686 -0.2648
C 0.0115 -0.7031 0.9713
C -1.5919 -0.0324 2.6827
C -2.3510 -0.0047 0.2819
C -1.3976 -0.2289 1.2041
N -0.2665 1.7962 -0.5002
N -2.2114 1.0109 3.0362
N 0.5199 0.8418 -0.8763
O 0.6103 -1.3885 1.7375
H 2.9794 -1.8787 -2.1875
H 2.6594 0.5216 -3.5330
H 1.7625 -2.2135 -0.2579
H 0.9659 1.9470 -2.5988
H -1.2036 -0.6988 3.3835
H -3.3152 0.0978 0.5135
H -2.0269 -0.2477 -0.7851
H -0.6975 1.7101 0.4667
H -2.3704 1.0297 4.1232
```

Results
Multiplicity: 1
Frontier orbital gap (alpha / beta) (eV): 7.195 / 7.202

=====

(x)
The following is a DFT calculation (ωB97M-V/def2-TZVPD) of one molecule with the formula C9H9N3O.

XYZ file:
```
22
C9H9N3O | OMol25 | ωB97M-V/def2-TZVPD
C -0.6249 2.3460 0.2186
C 1.4041 1.9651 -0.0583
C -3.6743 -0.2781 -0.2843
C -1.6022 0.1669 0.0997
C -0.4694 0.9805 0.1107
C -1.8030 -1.1960 0.1245
C 1.4504 -0.5410 -0.1170
C 2.8341 -0.7874 0.6486
C 1.0422 -1.4974 -0.9369
N 0.5373 2.9685 0.1970
N -2.8683 0.7518 -0.1647
N 0.8680 0.7007 -0.0273
O -3.1306 -1.4798 0.0095
H -1.5748 2.8903 0.2675
H 2.4465 2.1748 -0.0729
H -4.7389 -0.2806 -0.3130
H 2.8709 -1.9007 0.9220
H 2.9992 -0.2472 1.4744
H 3.6164 -0.6556 -0.1250
H 0.0314 -1.5782 -1.4622
H -1.1836 -2.0441 0.4464
H 1.5695 -2.4584 -0.9576
```

Results
Multiplicity: 1
Frontier orbital gap (eV): 8.449

=====

Result of the stability comparison: (x) is the most stable of them.

=====

(w)
The following is a DFT calculation (ωB97M-V/def2-TZVPD) of a 2-piece molecular cluster, CH2N4O2 overall.

XYZ file:
```
9
CH2N4O2 | OMol25 | ωB97M-V/def2-TZVPD
C 0.8647 -1.3109 0.2307
N 1.3397 -2.3673 0.2436
N -1.7470 0.1448 -0.1509
N 0.4030 -0.1188 0.1730
N 0.8446 1.1808 0.0470
O 2.0449 1.2695 -0.0075
O 0.0238 2.0774 0.0567
H -2.0937 -0.6892 0.4486
H -1.6800 -0.1863 -1.0413
```

Results
Multiplicity: 1
Frontier orbital gap (alpha / beta) (eV): 7.676 / 7.689

=====

(x)
The following is a DFT calculation (ωB97M-V/def2-TZVPD) of one molecule with the formula CH2N4O2.

XYZ file:
```
9
CH2N4O2 | OMol25 | ωB97M-V/def2-TZVPD
C -1.2801 0.2184 0.0042
N 2.2360 0.5728 0.0776
N -1.1299 -1.1060 -0.0367
N 1.1438 0.0512 -0.0280
N 0.9440 -1.1453 -0.1609
O -2.3379 0.7882 0.0410
O -0.1062 0.9069 -0.0069
H 2.3090 1.5756 0.0694
H -1.7787 -1.8618 0.0404
```

Results
Multiplicity: 1
Frontier orbital gap (alpha / beta) (eV): 7.911 / 7.912

=====

Result of the stability comparison: (x) is the most stable of them.